Record 1
Molecular formula: C9H9N3O2
Method: DFT, ωB97M-V/def2-TZVPD

Geometry as XYZ:
```
23
C9H9N3O2 | OMol25 | ωB97M-V/def2-TZVPD
C -3.027 -0.109 -1.060
C -2.480 1.128 -0.623
C -2.227 -1.190 -0.838
C -1.384 1.160 0.251
C -1.080 -1.177 -0.079
C -0.604 0.012 0.485
C -0.322 -2.352 -0.106
C 1.549 -0.770 1.365
C 2.272 -0.725 0.007
N 0.194 -3.322 -0.383
N 0.417 0.067 1.407
N 2.574 0.430 -0.528
O 3.207 0.309 -1.776
O 2.434 1.559 -0.036
H -4.028 -0.009 -1.448
H -2.984 2.048 -0.906
H -2.730 -2.104 -1.039
H -0.890 2.117 0.314
H 1.222 -1.876 1.501
H 2.322 -0.289 2.145
H 2.121 -1.610 -0.652
H 3.193 1.248 -2.249
H 0.635 1.037 1.698
```

Calculated values
- gap between HOMO and LUMO (Ha) = 0.328
- LUMO energy (hartree) = 0.0161
- molar mass (g/mol) = 191.2
- relative energy (zero: lowest compared OMol25 entry of this formula, charge and spin) (kJ/mol) = 619.8
- SMILES = N#Cc1ccccc1NC/C=[N+](\[O-])O
- HOMO energy (eV) = -8.5

Löwdin population analysis, charges in e, atoms 1 to 4: number 1, C, carries -0.07; number 2, C, carries -0.06; number 3, C, carries -0.05; number 4, C, carries -0.01

***

Record 2
Molecular formula: C22H45N2O14S2
Method: DFT, ωB97M-V/def2-TZVPD

Geometry as XYZ:
```
85
C22H45N2O14S2 | OMol25 | ωB97M-V/def2-TZVPD
C 0.144 0.755 0.910
C -0.174 2.217 0.540
N -1.324 2.292 -0.368
C -0.941 1.736 -1.695
C -2.083 0.891 -2.434
S -3.351 0.194 -1.389
O -2.831 -0.893 -0.605
O -4.317 -0.331 -2.342
N -4.046 1.376 -0.512
S -5.600 1.136 -0.237
O -5.925 -0.166 0.235
O -6.455 1.626 -1.267
O -5.832 2.106 1.037
C -1.659 3.675 -0.527
C -3.079 4.079 -0.812
O -0.844 4.530 -0.440
H 0.906 0.349 0.238
H 0.525 0.659 1.925
H -0.744 0.141 0.751
H -0.364 2.757 1.468
H 0.705 2.699 0.092
H -0.004 1.155 -1.639
H -0.710 2.585 -2.357
H -1.593 0.050 -2.896
H -2.521 1.478 -3.249
H -5.335 1.731 1.778
H -3.146 5.150 -0.997
H -3.668 3.872 0.083
H -3.484 3.526 -1.647
O 0.736 -1.669 3.684
C 1.475 -1.282 4.542
O 2.481 -0.436 4.216
C 3.290 0.246 5.176
C 4.463 -0.607 5.615
C 1.376 -1.790 5.960
H 2.692 0.595 6.019
H 3.658 1.137 4.668
H 4.131 -1.518 6.114
H 5.110 -0.055 6.299
H 5.049 -0.913 4.747
H 1.928 -2.723 6.047
H 0.328 -1.971 6.187
H 1.737 -1.085 6.706
O 0.364 -0.359 -2.758
C 1.207 -0.423 -3.605
O 2.378 0.227 -3.424
C 3.515 0.057 -4.267
C 3.459 0.977 -5.470
C 0.950 -1.133 -4.914
H 3.639 -0.990 -4.550
H 4.377 0.316 -3.652
H 2.598 0.757 -6.101
H 4.364 0.878 -6.071
H 3.363 2.013 -5.147
H 0.449 -0.448 -5.598
H 0.297 -1.980 -4.718
H 1.847 -1.531 -5.386
O -3.596 2.927 -3.685
C -4.649 2.761 -4.240
O -4.694 1.977 -5.333
C -5.912 1.538 -5.930
C -6.445 2.556 -6.920
C -5.893 3.479 -3.787
H -6.645 1.274 -5.168
H -5.666 0.616 -6.455
H -6.688 3.499 -6.431
H -7.343 2.178 -7.411
H -5.694 2.773 -7.681
H -5.921 4.468 -4.246
H -5.847 3.584 -2.704
H -6.814 2.945 -4.006
O 3.991 -3.607 7.232
C 4.540 -4.425 6.545
O 5.662 -5.018 6.998
C 6.278 -6.138 6.359
C 7.229 -5.701 5.264
C 4.059 -4.729 5.145
H 5.527 -6.843 5.999
H 6.836 -6.652 7.140
H 6.708 -5.168 4.469
H 7.734 -6.563 4.828
H 7.980 -5.020 5.667
H 4.486 -4.002 4.455
H 2.975 -4.638 5.128
H 4.292 -5.735 4.806
```

Calculated values
- gap between HOMO and LUMO (Ha) = 0.240
- LUMO energy (hartree) = 0.0653
- molar mass (g/mol) = 625.7
- total charge = -1
- HOMO energy (eV) = -4.7

Löwdin population analysis, charges in e, atoms 1 to 4: number 1, C, carries -0.06; number 2, C, carries -0.24; number 3, N, carries -0.08; number 4, C, carries -0.14

***

Record 3
Molecular formula: C4H5NO2
Method: DFT, ωB97M-V/def2-TZVPD

Geometry as XYZ:
```
12
C4H5NO2 | OMol25 | ωB97M-V/def2-TZVPD
O 0.678 -1.095 1.919
C 1.160 -0.828 0.844
C 0.319 -0.722 -0.397
C -1.107 -0.631 -0.313
N -1.056 0.801 -0.742
C -0.206 1.675 -0.222
O 0.947 1.527 0.216
H 2.248 -0.731 0.674
H 0.821 -0.744 -1.364
H -1.687 -1.182 -1.055
H -1.495 -0.768 0.700
H -0.622 2.698 -0.259
```

Calculated values
- gap between HOMO and LUMO (alpha / beta) (Ha) = 0.301 / 0.300
- LUMO energy (alpha / beta) (hartree) = -0.0570 / -0.0571
- molar mass (g/mol) = 99.1
- relative energy (zero: lowest compared OMol25 entry of this formula, charge and spin) (kJ/mol) = 367.4
- HOMO energy (alpha / beta) (eV) = -9.7 / -9.7

Löwdin population analysis, charges in e, atoms 1 to 4: number 1, O, carries 0.07; number 2, C, carries -0.26; number 3, C, carries 0.04; number 4, C, carries -0.19

***

The records above yield calculated total energy values of -662.93319 -2824.53486 -360.52950 hartree, respectively.